(1)
This record from OMol25 describes a molecular structure, C11H10BrEuNS at a distorted geometry. The level of theory is the ωB97M-V functional and the def2-TZVPD basis.

Structure (XYZ):
```
25
Properties=species:S:1:pos:R:3
C -0.2905 -0.0521 -2.1552
C -0.3168 1.3177 -2.4472
C 1.0595 1.8104 -2.4928
H -1.1918 1.9479 -2.6170
C 1.9114 0.7219 -2.1018
C 1.0871 -0.3821 -1.7523
H 1.4230 -1.3802 -1.4624
H -1.1140 -0.7319 -2.3895
H 1.3464 2.6775 -3.0735
H 2.9798 0.8414 -1.9324
Eu 0.1889 0.7436 1.0288
Br -2.1853 1.8506 -0.1221
C -0.4852 -1.2554 2.9666
C 0.2802 -2.2835 2.3166
C -0.5103 -2.8291 1.2758
H 1.2827 -2.6046 2.6053
C -1.7671 -2.1470 1.2654
C -1.7003 -1.0868 2.2208
H -2.4838 -0.3597 2.4336
H -0.2096 -0.7239 3.8834
H -0.2292 -3.6538 0.6172
H -2.6352 -2.4089 0.6498
S 0.9937 3.3821 1.8886
C 1.2155 3.3175 0.2851
N 1.3510 3.2884 -0.8905
```

Computed properties:
calculated total energy	-113264.7043	eV
relative energy (zero: lowest compared OMol25 entry of this formula, charge and spin)	24.0	kcal per mole
multiplicity	7
charge	-1
HOMO-LUMO gap (spin up / spin down)	0.1101 / 0.1971	Eh


(2)
This record from OMol25 describes a molecular structure, C11H10BrNOV at a distorted geometry. The level of theory is the ωB97M-V functional and the def2-TZVPD basis.

Structure (XYZ):
```
25
Properties=species:S:1:pos:R:3
C 1.4750 0.6415 -0.8105
C 1.2289 1.9840 -0.3567
C 1.4917 1.9980 1.0485
H 0.9540 2.8634 -0.9579
C 1.8379 0.7006 1.4807
C 1.8279 -0.1524 0.3444
H 1.9830 -1.2126 0.4291
H 1.3038 0.2767 -1.8476
H 1.6053 2.9245 1.6147
H 2.1713 0.3855 2.4595
V -0.1247 0.4882 0.4459
Br -1.9777 1.6816 -0.8238
C -1.7642 -1.7523 -0.2185
C -0.6084 -2.5656 -0.0517
C 0.2512 -2.3607 -1.1828
H -0.4872 -3.3436 0.7027
C -0.3670 -1.4434 -2.0562
C -1.6283 -1.0754 -1.4999
H -2.4340 -0.6079 -2.0689
H -2.6966 -1.8279 0.3524
H 1.1373 -2.9483 -1.4090
H -0.0651 -1.2220 -3.0813
O -2.3877 3.0253 3.0579
C -1.7332 2.1709 2.5056
N -0.9936 1.3718 1.9232
```

Computed properties:
calculated total energy	-110833.9778	eV
multiplicity	2
HOMO-LUMO gap (spin up / spin down)	0.2032 / 0.2023	Eh


(3)
This record from OMol25 describes a molecular structure, C11H10ClErNSe at a distorted geometry. The level of theory is the ωB97M-V functional and the def2-TZVPD basis.

Structure (XYZ):
```
25
Properties=species:S:1:pos:R:3
C 0.8992 -1.6508 1.4842
C 1.0358 -1.7843 0.0694
C -0.2888 -1.9280 -0.4748
H 1.9703 -1.8427 -0.5150
C -1.2445 -1.7914 0.5837
C -0.4985 -1.6699 1.7999
H -0.9035 -1.6280 2.8289
H 1.6770 -1.5351 2.2548
H -0.5052 -2.2000 -1.5230
H -2.3321 -1.7978 0.5249
Er 0.1888 0.5093 0.2162
Cl 2.1762 1.7637 1.0322
C 0.0330 2.3555 -1.4374
C -1.1990 1.6536 -1.6347
C -0.8907 0.3972 -2.2137
H -2.2103 2.0247 -1.5068
C 0.5290 0.2874 -2.3194
C 1.1000 1.5146 -1.8705
H 2.1570 1.7126 -1.7889
H 0.1395 3.3690 -1.0848
H -1.5961 -0.2281 -2.7459
H 1.0478 -0.4983 -2.8440
Se -0.4291 0.8231 5.2722
C -0.4447 1.0051 3.5362
N -0.4110 1.1387 2.3564
```

Computed properties:
calculated total energy	-118554.2767	eV
multiplicity	4
charge	-1
HOMO-LUMO gap (spin up / spin down)	0.2647 / 0.2661	Eh


(4)
This record from OMol25 describes a molecular structure, C11H10ClIrNO at a distorted geometry. The level of theory is the ωB97M-V functional and the def2-TZVPD basis.

Structure (XYZ):
```
25
Properties=species:S:1:pos:R:3
C 0.6055 0.0271 2.9317
C 0.0949 0.8616 1.8646
C 0.9915 0.7937 0.7414
H -0.7710 1.5155 1.9399
C 2.0480 -0.0988 1.0955
C 1.8227 -0.5874 2.4409
H 2.5042 -1.2755 2.9391
H 0.1355 -0.0856 3.9129
H 0.9222 1.3861 -0.1767
H 2.8693 -0.4064 0.4511
Ir 0.1473 -1.2068 1.2627
Cl -0.5481 -1.8494 -0.7774
C -1.6078 0.2933 -2.6769
C -0.2809 0.6587 -3.0750
C 0.0190 1.9313 -2.5008
H 0.3728 0.0732 -3.7212
C -1.1272 2.3590 -1.7517
C -2.1307 1.3481 -1.8658
H -3.1320 1.3829 -1.4365
H -2.1265 -0.6242 -2.9485
H 0.9436 2.4942 -2.6389
H -1.2260 3.3066 -1.2205
O -0.0501 -5.2823 1.5776
C -0.1854 -4.1069 1.7442
N -0.2907 -2.9079 1.8882
```

Computed properties:
calculated total energy	-30463.1748	eV
relative energy (zero: lowest compared OMol25 entry of this formula, charge and spin)	17.5	kcal per mole
multiplicity	5
charge	-1
HOMO-LUMO gap (spin up / spin down)	0.1820 / 0.1178	Eh


(5)
This record from OMol25 describes a single C11H10N2 molecule at a distorted geometry. The level of theory is the ωB97M-V functional and the def2-TZVPD basis.

Structure (XYZ):
```
23
Properties=species:S:1:pos:R:3
C -2.6027 0.9012 -0.6613
C -3.1002 -0.4045 -0.7212
C -1.3001 1.2026 -0.2122
C -2.2336 -1.4242 -0.2851
C -0.4914 0.2105 0.2256
C -0.8674 -1.0816 0.1491
C 2.5792 0.9485 -0.9091
C 1.8407 1.4186 0.3149
C 0.8842 0.3178 0.8759
C 0.1604 -1.9059 0.6012
C 1.3077 -1.1329 0.7498
N 2.6584 -0.3810 -1.0425
N 2.0583 -1.3439 -0.6832
H -3.2025 1.7236 -1.0850
H -4.0911 -0.5828 -1.1049
H -1.0198 2.2647 -0.0306
H -2.5328 -2.4536 -0.1621
H 3.1735 1.4951 -1.6536
H 2.5877 1.4735 1.1059
H 1.3477 2.4271 0.2358
H 0.8488 0.5810 1.9456
H 0.1543 -2.9352 0.6739
H 1.8408 -1.3185 1.6732
```

Computed properties:
calculated total energy	-14544.2526	eV
relative energy (zero: lowest compared OMol25 entry of this formula, charge and spin)	122.7	kcal per mole
multiplicity	1
HOMO-LUMO gap (spin up / spin down)	0.2643 / 0.2366	Eh


(6)
This record from OMol25 describes a single C11H10N2O molecule at a distorted geometry. The level of theory is the ωB97M-V functional and the def2-TZVPD basis.

Structure (XYZ):
```
24
Properties=species:S:1:pos:R:3
C -1.6534 -2.3118 -1.2267
C 1.3889 1.9112 0.8157
C 0.0199 1.7340 1.1849
C 2.0301 1.8846 -0.3326
C -1.1166 1.0737 0.8514
C 1.0887 0.0463 -1.4657
C -0.0678 -0.3378 -0.9712
C -0.2657 -2.0144 0.8665
C 1.4485 1.4564 -1.6257
C -1.1946 0.2966 -0.2870
C -0.5313 -1.7010 -0.5508
N -2.6605 -2.6885 -1.6667
N -1.2937 -2.7200 1.5545
O 0.6749 -1.4717 1.5102
H 1.9282 2.1839 1.6348
H -0.2018 2.3957 1.9499
H 3.0754 2.1833 -0.3129
H -2.0544 1.2716 1.3351
H 1.9030 -0.5102 -1.8297
H 0.5638 2.0522 -1.7179
H 2.1642 1.5274 -2.4239
H -2.1953 0.1006 -0.6388
H -1.9901 -3.2009 0.9478
H -1.0605 -3.1612 2.3989
```

Computed properties:
calculated total energy	-16592.3036	eV
relative energy (zero: lowest compared OMol25 entry of this formula, charge and spin)	98.7	kcal per mole
multiplicity	1
HOMO-LUMO gap (spin up / spin down)	0.2461 / 0.2458	Eh


(7)
This record from OMol25 describes a molecular structure, C11H10N2O4Ru at a distorted geometry. The level of theory is the ωB97M-V functional and the def2-TZVPD basis.

Structure (XYZ):
```
28
Properties=species:S:1:pos:R:3
Ru 1.6459 0.1621 -0.9901
C 2.5918 -1.3825 -0.8199
O 3.1610 -2.4185 -0.6811
C 2.9379 1.1860 -2.0831
O 3.7748 1.7253 -2.6878
C 2.0344 1.3951 0.5044
O 2.3002 2.1247 1.3776
C 0.5216 -0.1626 -2.5884
O -0.0328 -0.3431 -3.5963
C -0.8452 2.8081 -1.1519
H -1.4906 2.0381 -1.6232
H -0.8119 2.6838 -0.0475
C 0.2709 3.2532 -1.8060
H 1.1686 3.6284 -1.2744
H 0.5444 2.9519 -2.8388
N -2.6288 -2.6007 2.7975
C -1.8111 -1.8621 1.9985
C -2.2690 -1.2960 0.7847
C -1.3798 -0.6067 -0.0426
N -0.0603 -0.4787 0.2616
C 0.3499 -0.9468 1.4620
C -0.4668 -1.6431 2.3290
H -3.5781 -2.7940 2.5827
H -2.2649 -3.0183 3.6740
H -3.2982 -1.4240 0.4771
H -1.7300 -0.1594 -0.9742
H 1.4029 -0.7811 1.7073
H -0.0370 -2.0387 3.2486
```

Computed properties:
calculated total energy	-25282.7137	eV
relative energy (zero: lowest compared OMol25 entry of this formula, charge and spin)	43.1	kcal per mole
multiplicity	6
charge	+3
HOMO-LUMO gap (spin up / spin down)	0.1906 / 0.1838	Eh


(8)
This record from OMol25 describes 2 unconnected molecules or ions with the total composition C11H10OS3 at a distorted geometry. The level of theory is the ωB97M-V functional and the def2-TZVPD basis.

Structure (XYZ):
```
25
Properties=species:S:1:pos:R:3
C -2.2075 2.4478 0.9454
C 3.7677 -0.7974 -0.0544
C -1.5265 1.2750 1.3327
C 2.5217 -1.1306 0.5022
C -1.9112 2.8312 -0.3217
C 3.6718 0.1659 -1.0095
C -0.7032 0.7816 0.3597
C 1.4812 -0.4007 -0.0169
C -2.2126 -1.4045 -0.7146
C -0.8857 -1.4645 -1.2167
C 0.0924 -0.4475 0.3957
O -2.6194 -2.0523 0.2506
S -0.7781 1.7813 -1.0686
S 2.0594 0.6983 -1.2389
S -0.1954 -1.4947 1.7995
H -2.8913 2.9746 1.5842
H 4.6950 -1.2485 0.2487
H -1.6296 0.8194 2.3012
H 2.3919 -1.8591 1.2815
H -2.2869 3.6714 -0.8719
H 4.4554 0.6067 -1.5934
H -2.8710 -0.6404 -1.1624
H -0.3407 -2.3876 -1.0875
H -0.6222 -0.8697 -2.0741
H -1.4552 -1.8557 1.4293
```

Computed properties:
calculated total energy	-46117.7746	eV
multiplicity	3
HOMO-LUMO gap (spin up / spin down)	0.2424 / 0.2159	Eh